1.
{
  "formula": "C11H35NO8",
  "method": "ωB97M-V/def2-TZVPD",
  "symbols": ["O", "H", "H", "O", "H", "H", "O", "H", "H", "O", "H", "H", "O", "H", "H", "C", "C", "C", "C", "C", "C", "N", "O", "C", "C", "C", "H", "H", "H", "H", "H", "H", "H", "H", "H", "H", "H", "H", "H", "H", "H", "H", "H", "H", "H", "C", "C", "O", "O", "H", "H", "H", "H", "H", "H"],
  "xyz": [[-26.159, -11.542, -32.432], [-26.728, -12.084, -31.884], [-25.498, -11.203, -31.830], [-25.036, -12.768, -29.547], [-25.901, -12.573, -29.187], [-24.435, -12.229, -29.033], [-23.075, -14.107, -31.574], [-22.226, -13.691, -31.727], [-23.699, -13.561, -32.052], [-23.893, -14.942, -29.688], [-23.786, -14.361, -30.442], [-23.568, -15.790, -29.991], [-25.978, -13.658, -31.421], [-25.372, -13.484, -30.700], [-26.842, -13.457, -31.063], [-27.357, -19.199, -30.834], [-26.964, -17.989, -31.755], [-26.563, -16.896, -30.750], [-25.737, -15.718, -31.352], [-24.528, -16.234, -32.102], [-24.974, -17.245, -33.226], [-25.719, -18.341, -32.534], [-25.912, -19.494, -33.237], [-25.663, -16.559, -34.421], [-23.629, -17.721, -33.825], [-28.243, -17.528, -32.436], [-28.089, -19.068, -30.037], [-26.575, -19.857, -30.455], [-27.921, -19.932, -31.411], [-27.477, -16.435, -30.376], [-26.065, -17.217, -29.835], [-25.543, -15.000, -30.555], [-26.241, -15.096, -32.091], [-23.847, -16.723, -31.405], [-23.981, -15.402, -32.546], [-25.386, -15.555, -34.743], [-25.564, -17.246, -35.261], [-26.747, -16.465, -34.348], [-23.096, -18.295, -33.067], [-23.583, -18.348, -34.715], [-22.785, -17.033, -33.784], [-28.185, -17.837, -33.479], [-28.223, -16.439, -32.478], [-29.198, -17.977, -32.161], [-25.373, -20.065, -32.685], [-28.221, -13.461, -33.455], [-29.004, -13.542, -32.131], [-28.097, -13.326, -31.028], [-27.141, -14.397, -33.426], [-27.926, -12.413, -33.506], [-28.903, -13.675, -34.277], [-29.384, -14.524, -31.846], [-29.768, -12.794, -31.922], [-28.622, -13.251, -30.228], [-26.709, -14.216, -32.589]],
  "homo_ev": -7.592,
  "total_charge": 0,
  "multiplicity": 1,
  "gap_ev": 7.32,
  "lumo_energy_ha": -0.01010,
  "largest_force_ev_per_a": 6.12
}

***

2.
{
  "formula": "C11H35O6",
  "method": "ωB97M-V/def2-TZVPD",
  "symbols": ["O", "H", "H", "H", "C", "O", "H", "H", "H", "H", "C", "O", "H", "H", "H", "H", "C", "C", "C", "O", "H", "H", "H", "H", "H", "H", "H", "H", "C", "C", "C", "O", "H", "H", "H", "H", "H", "H", "H", "H", "C", "C", "C", "O", "H", "H", "H", "H", "H", "H", "H", "H"],
  "xyz": [[-47.647, 30.381, 10.644], [-47.405, 29.928, 11.389], [-47.059, 30.104, 9.953], [-48.540, 30.120, 10.534], [-50.902, 29.413, 12.313], [-49.417, 29.113, 12.594], [-51.299, 30.380, 12.477], [-51.449, 28.833, 13.051], [-51.294, 29.127, 11.485], [-49.108, 29.450, 13.287], [-44.877, 30.411, 12.901], [-46.061, 29.634, 12.756], [-44.000, 29.739, 12.948], [-45.122, 30.925, 13.684], [-44.729, 31.171, 11.995], [-45.865, 28.760, 12.924], [-46.869, 25.342, 9.640], [-47.801, 26.519, 10.072], [-48.931, 26.085, 11.061], [-47.162, 27.501, 10.767], [-46.249, 24.806, 10.472], [-45.971, 25.574, 8.991], [-47.458, 24.663, 9.184], [-48.135, 26.983, 9.239], [-49.561, 25.420, 10.494], [-49.421, 27.111, 11.161], [-48.579, 25.840, 12.057], [-46.848, 27.200, 11.563], [-50.514, 31.631, 9.137], [-50.414, 30.356, 8.320], [-49.826, 30.561, 7.012], [-49.616, 29.372, 9.060], [-51.268, 31.577, 10.058], [-51.029, 32.363, 8.533], [-49.572, 31.940, 9.615], [-51.379, 29.729, 8.229], [-50.350, 31.327, 6.347], [-49.808, 29.587, 6.518], [-48.829, 30.750, 7.103], [-50.059, 28.621, 8.901], [-44.109, 30.112, 9.467], [-44.845, 29.916, 8.177], [-45.122, 28.391, 7.838], [-46.083, 30.558, 8.399], [-44.156, 31.043, 9.853], [-43.217, 30.106, 9.275], [-44.393, 29.229, 10.350], [-44.240, 30.491, 7.350], [-44.200, 28.253, 7.454], [-45.648, 28.390, 7.001], [-45.567, 27.740, 8.639], [-46.162, 31.119, 7.757]],
  "homo_ev": -12.918,
  "total_charge": 1,
  "multiplicity": 1,
  "gap_ev": 10.75,
  "lumo_energy_ha": -0.07977,
  "largest_force_ev_per_a": 13.27
}

***

3.
{
  "formula": "C11H36BrN18O8",
  "method": "ωB97M-V/def2-TZVPD",
  "symbols": ["Br", "C", "N", "C", "C", "N", "H", "H", "H", "H", "C", "O", "N", "N", "H", "H", "H", "H", "C", "O", "N", "N", "H", "H", "H", "H", "C", "O", "N", "N", "H", "H", "H", "H", "C", "O", "N", "N", "H", "H", "H", "H", "C", "O", "N", "N", "H", "H", "H", "H", "C", "O", "N", "N", "H", "H", "H", "H", "C", "O", "N", "N", "H", "H", "H", "H", "C", "O", "N", "N", "H", "H", "H", "H"],
  "xyz": [[-2.301, -3.283, -0.025], [-1.673, -1.397, 0.016], [-2.536, -0.265, 0.258], [-1.605, 0.868, 0.238], [-0.180, 0.342, -0.057], [-0.281, -1.111, -0.182], [-3.550, -0.252, 0.436], [-1.834, 1.980, 0.417], [0.779, 0.968, -0.122], [0.508, -1.780, -0.357], [2.240, -3.908, 0.799], [2.019, -2.698, 0.695], [1.265, -4.807, 1.037], [3.474, -4.438, 0.683], [1.424, -5.797, 1.124], [0.328, -4.450, 1.130], [4.233, -3.800, 0.505], [3.670, -5.422, 0.765], [-3.893, -6.885, -0.199], [-2.804, -6.600, 0.285], [-4.439, -8.118, -0.087], [-4.647, -5.993, -0.888], [-5.329, -8.373, -0.475], [-3.910, -8.810, 0.418], [-4.276, -5.064, -0.995], [-5.541, -6.210, -1.291], [-4.406, 3.405, -0.298], [-3.427, 3.538, 0.424], [-4.810, 2.200, -0.776], [-5.173, 4.449, -0.684], [-5.610, 2.072, -1.369], [-4.266, 1.397, -0.513], [-4.906, 5.362, -0.350], [-5.980, 4.363, -1.276], [3.188, 2.726, 1.081], [2.505, 2.415, 0.113], [3.547, 4.004, 1.339], [3.645, 1.817, 1.977], [4.108, 4.282, 2.128], [3.227, 4.710, 0.695], [3.398, 0.852, 1.818], [4.207, 2.051, 2.776], [-1.441, 3.272, -3.859], [-0.633, 3.690, -4.673], [-1.116, 2.367, -2.905], [-2.734, 3.676, -3.839], [-1.765, 2.011, -2.227], [-0.162, 2.041, -2.887], [-3.016, 4.349, -4.534], [-3.414, 3.344, -3.178], [2.636, 5.054, 4.703], [3.718, 5.578, 4.479], [2.191, 3.981, 4.008], [1.791, 5.500, 5.663], [1.308, 3.533, 4.172], [2.795, 3.623, 3.285], [2.089, 6.299, 6.202], [0.900, 5.084, 5.862], [2.283, 6.740, -5.324], [2.836, 7.828, -5.367], [2.944, 5.574, -5.531], [0.961, 6.600, -5.065], [2.508, 4.671, -5.500], [3.931, 5.635, -5.727], [0.434, 7.443, -4.905], [0.489, 5.713, -5.026], [2.625, -8.169, 2.234], [2.899, -7.400, 1.319], [2.560, -9.509, 2.065], [2.365, -7.743, 3.492], [2.337, -10.155, 2.800], [2.747, -9.865, 1.141], [2.404, -6.750, 3.658], [2.139, -8.356, 4.255]],
  "homo_ev": -10.526,
  "total_charge": 1,
  "multiplicity": 1,
  "gap_ev": 7.35,
  "lumo_energy_ha": -0.11687,
  "largest_force_ev_per_a": 6.39
}

***

4.
{
  "formula": "C11H37BeO8",
  "method": "ωB97M-V/def2-TZVPD",
  "symbols": ["Be", "O", "H", "C", "O", "H", "H", "H", "H", "C", "O", "H", "H", "H", "H", "C", "O", "H", "H", "H", "H", "C", "C", "O", "H", "H", "H", "H", "H", "H", "C", "C", "O", "H", "H", "H", "H", "H", "H", "C", "C", "O", "H", "H", "H", "H", "H", "H", "C", "C", "O", "H", "H", "H", "H", "H", "H"],
  "xyz": [[1.590, 0.405, -0.656], [0.463, 0.167, 0.452], [0.410, 1.127, 0.755], [1.309, -0.307, 3.831], [1.287, 0.860, 3.053], [0.317, -0.763, 3.960], [2.025, -1.050, 3.481], [1.629, 0.050, 4.813], [1.427, 0.570, 2.150], [-2.996, 0.418, -0.248], [-1.805, 0.201, -1.052], [-3.884, 0.259, -0.855], [-2.988, -0.278, 0.591], [-2.988, 1.439, 0.164], [-1.161, -0.076, -0.383], [-2.017, 2.382, 3.218], [-3.159, 3.000, 3.677], [-2.204, 1.308, 3.001], [-1.556, 2.857, 2.344], [-1.318, 2.425, 4.056], [-3.855, 2.986, 3.010], [2.451, -4.384, -1.601], [1.373, -3.452, -1.971], [1.263, -2.302, -1.038], [3.426, -3.893, -1.556], [2.450, -5.118, -2.411], [2.238, -4.911, -0.674], [0.399, -3.946, -1.950], [1.542, -3.045, -2.970], [0.927, -2.613, -0.178], [-0.058, 3.481, -0.177], [1.240, 3.938, -0.795], [2.280, 2.805, -0.803], [-0.419, 2.600, -0.715], [-0.825, 4.248, -0.244], [0.082, 3.226, 0.884], [1.732, 4.673, -0.157], [1.126, 4.350, -1.802], [3.024, 3.135, -1.309], [-1.646, -3.888, 1.947], [-1.405, -2.488, 1.552], [0.079, -2.294, 1.481], [-1.275, -4.062, 2.957], [-1.175, -4.598, 1.266], [-2.725, -4.086, 1.958], [-1.857, -1.858, 2.327], [-1.865, -2.276, 0.574], [0.236, -1.349, 1.547], [1.431, 1.024, -4.717], [0.304, 1.373, -3.789], [0.657, 0.834, -2.343], [1.704, -0.032, -4.747], [2.316, 1.613, -4.455], [1.140, 1.340, -5.724], [-0.649, 0.891, -4.042], [0.174, 2.458, -3.731], [-0.222, 0.629, -1.956]],
  "homo_ev": -12.529,
  "total_charge": 1,
  "multiplicity": 1,
  "gap_ev": 7.72,
  "lumo_energy_ha": -0.17656,
  "largest_force_ev_per_a": 4.29
}